No. 1
Molecular formula: C2H9N2OP
Method: DFT, ωB97M-V/def2-TZVPD

Positions of all 15 atoms, in Å:
C (-1.40, -0.26, -1.10)
C (-0.97, -0.76, 0.26)
N (-0.11, 0.32, 0.78)
N (-0.48, 1.33, 1.33)
O (1.74, -0.64, -1.09)
P (2.12, 0.19, 0.07)
H (-2.21, 0.42, -0.86)
H (-0.70, 0.10, -1.78)
H (-1.76, -1.09, -1.64)
H (-1.95, -0.84, 0.79)
H (-0.46, -1.73, 0.19)
H (2.05, 1.52, 0.14)
H (-1.48, 1.56, 1.52)
H (2.09, -0.27, 1.35)
H (3.52, 0.14, 0.04)

Output
DFT total energy (eV): -16533.451
Energy above the lowest of the compared OMol25 structures with the same formula, charge and spin (kcal per mole): 90.0
HOMO (eV): -9.4
Kohn-Sham gap (eV): 9.77

=====

No. 2
Molecular formula: C2H9N2S
Method: DFT, ωB97M-V/def2-TZVPD

Positions of all 14 atoms, in Å:
C (-0.95, 1.67, -1.26)
S (-1.85, 1.33, 0.23)
H (-0.69, 0.75, -1.82)
H (0.00, 2.15, -1.02)
H (-1.52, 2.30, -1.97)
N (-0.32, -1.68, 0.13)
C (1.00, -1.18, 0.59)
N (1.02, -0.18, 1.62)
H (-0.14, -2.00, -0.81)
H (-0.87, -0.79, 0.00)
H (1.41, -0.63, -0.28)
H (1.66, -2.04, 0.74)
H (0.66, -0.40, 2.52)
H (0.59, 0.70, 1.33)

Output
DFT total energy (eV): -16035.903
Energy above the lowest of the compared OMol25 structures with the same formula, charge and spin (kcal per mole): 15.0
HOMO (eV): -2.5
Kohn-Sham gap (eV): 6.77
Total charge: -1

=====

No. 3
Molecular formula: C2H9N2S
Method: DFT, ωB97M-V/def2-TZVPD

Positions of all 14 atoms, in Å:
C (-2.16, -0.62, -0.02)
S (-1.24, 0.89, -0.28)
C (0.57, 0.13, 0.04)
N (0.99, -0.94, -0.58)
N (1.60, 1.45, -0.02)
H (-1.94, -1.15, 0.92)
H (-2.03, -1.32, -0.87)
H (-3.15, -0.26, -0.10)
H (0.46, -0.04, 1.13)
H (1.13, -0.94, -1.61)
H (1.35, -1.80, -0.22)
H (2.34, 1.03, -0.53)
H (1.29, 2.13, -0.67)
H (1.69, 2.01, 0.87)

Output
SMILES string: CS[C@@H](N)[NH3+]
DFT total energy (eV): -16027.653
Energy above the lowest of the compared OMol25 structures with the same formula, charge and spin (kcal per mole): 40.4
HOMO (eV): -13.1
Kohn-Sham gap (eV): 9.49
Total charge: +1

=====

No. 4
Molecular formula: C2H9N2S
Method: DFT, ωB97M-V/def2-TZVPD

Positions of all 14 atoms, in Å:
C (0.07, 0.50, -0.71)
C (-0.69, 1.06, 0.31)
N (-1.33, 1.64, 1.03)
N (2.70, -0.33, 0.01)
S (-2.55, -1.01, -0.04)
H (1.05, 0.09, -0.18)
H (0.59, 1.25, -1.45)
H (-0.50, -0.25, -1.30)
H (-1.95, 1.97, 1.84)
H (3.45, 0.32, 0.40)
H (-2.40, -2.33, -0.30)
H (3.11, -0.78, -0.73)
H (2.30, -1.00, 0.58)
H (-3.84, -1.13, 0.53)

Output
DFT total energy (eV): -16026.521
Energy above the lowest of the compared OMol25 structures with the same formula, charge and spin (kcal per mole): 66.6
HOMO (eV): -13.6
Kohn-Sham gap (eV): 10.02
Total charge: +1

=====

No. 5
Molecular formula: C2H9N2S
Method: DFT, ωB97M-V/def2-TZVPD

Positions of all 14 atoms, in Å:
N (0.58, 0.38, 2.94)
C (0.67, -0.37, 1.78)
N (-0.25, -0.34, 0.85)
H (-0.20, 1.04, 2.97)
H (1.37, 0.56, 3.55)
H (1.60, -0.90, 1.62)
H (-0.05, -0.65, -0.15)
H (-1.14, 0.14, 1.05)
C (-0.58, 0.53, -2.40)
S (0.58, -0.91, -2.19)
H (-1.59, 0.22, -2.21)
H (-0.31, 1.23, -1.65)
H (-0.44, 0.95, -3.45)
H (-0.23, -1.88, -2.72)

Output
DFT total energy (eV): -16028.927
Energy above the lowest of the compared OMol25 structures with the same formula, charge and spin (kcal per mole): 11.1
HOMO (eV): -13.3
Kohn-Sham gap (eV): 9.38
Total charge: +1

=====

No. 6
Molecular formula: C2H9N3
Method: DFT, ωB97M-V/def2-TZVPD

Positions of all 14 atoms, in Å:
C (0.25, 1.40, 0.75)
C (0.47, -0.05, 0.47)
N (1.20, -0.35, -0.70)
N (-1.15, -0.52, 0.31)
N (-1.56, -1.04, -0.98)
H (0.31, 2.05, -0.13)
H (0.87, 1.76, 1.58)
H (-0.87, 1.38, 1.05)
H (0.85, -0.59, 1.34)
H (1.58, -1.30, -0.68)
H (1.82, 0.40, -1.00)
H (-1.29, -1.26, 1.00)
H (-0.77, -1.58, -1.37)
H (-1.71, -0.28, -1.65)

Output
SMILES string: C[C@H](N)NN
DFT total energy (eV): -6688.355
Energy above the lowest of the compared OMol25 structures with the same formula, charge and spin (kcal per mole): 49.7
HOMO (eV): -8.7
Kohn-Sham gap (eV): 9.71

=====

No. 7
Molecular formula: C2H9N3O
Method: DFT, ωB97M-V/def2-TZVPD

Positions of all 15 atoms, in Å:
C (1.46, 0.48, 0.52)
C (0.20, -0.91, -0.15)
N (-0.78, 0.92, -1.16)
N (-1.74, 0.06, 0.80)
N (-1.03, -0.18, -0.39)
O (0.54, -1.58, -1.34)
H (2.28, 0.35, -0.14)
H (1.81, 0.13, 1.53)
H (0.85, 1.37, 0.43)
H (0.16, -1.57, 0.86)
H (-1.61, 1.16, -1.60)
H (-0.43, 1.74, -0.59)
H (-1.17, 0.64, 1.47)
H (-2.00, -0.84, 1.13)
H (1.47, -1.78, -1.37)

Output
DFT total energy (eV): -8733.793
Energy above the lowest of the compared OMol25 structures with the same formula, charge and spin (kcal per mole): 107.1
HOMO (eV): -8.3
Kohn-Sham gap (eV): 9.19

=====

No. 8
Molecular formula: C2H9N3O
Method: DFT, ωB97M-V/def2-TZVPD

Positions of all 15 atoms, in Å:
C (-0.73, -0.06, -0.09)
C (0.69, 0.08, 0.26)
N (-1.02, -0.28, -1.48)
N (1.00, 0.36, 1.55)
N (1.54, 0.36, -0.74)
O (-1.65, -0.23, 0.99)
H (-1.65, -1.20, 1.14)
H (-0.84, 1.28, -0.08)
H (-0.03, -1.49, 0.13)
H (-1.80, 0.30, -1.78)
H (-1.19, -1.26, -1.66)
H (0.22, 0.31, 2.20)
H (1.44, -0.20, -1.58)
H (2.30, 1.01, -0.64)
H (1.74, 1.00, 1.77)

Output
DFT total energy (eV): -8733.471
Energy above the lowest of the compared OMol25 structures with the same formula, charge and spin (kcal per mole): 114.6
HOMO (eV): -6.8
Kohn-Sham gap (eV): 7.71